(1)
A cluster of 2 separate species, H6N2Si in total at a distorted geometry. Source: the OMol25 dataset; level of theory: ωB97M-V/def2-TZVPD.

Structure (XYZ):
```
9
Properties=species:S:1:pos:R:3:lowdin_spin:R:1
N 0.241 -2.135 -0.319 0.00
N 0.462 1.005 -0.097 0.97
Si -0.409 2.219 0.542 0.83
H 0.641 -1.494 -0.990 0.00
H 0.887 -3.007 -0.036 0.00
H -0.534 -2.562 -0.706 0.00
H -0.423 3.433 -0.336 0.07
H 0.461 0.037 0.263 0.03
H -1.327 2.503 1.680 0.09
```

The calculation puts the HOMO-LUMO gap (alpha / beta) at 6.67 / 7.74 eV. For the LUMO energy (alpha / beta), the calculation gives 0.69 / -2.75 eV. The calculation puts the HOMO energy (alpha / beta) at -5.97 / -10.48 eV. As for the spin multiplicity: 3.

***

(2)
A structure of composition C3H3BrN2O at a distorted geometry. Source: the OMol25 dataset; level of theory: ωB97M-V/def2-TZVPD.

Structure (XYZ):
```
10
Properties=species:S:1:pos:R:3:nbo_charge:R:1
C 1.026 1.503 -0.175 0.36
C -0.050 -1.013 0.054 0.83
C -1.407 -0.401 0.123 -0.78
N 0.733 2.570 0.091 -0.40
N 1.335 0.274 -0.524 -0.69
O 0.496 -2.011 0.237 -0.42
Br 3.063 -0.262 0.022 0.22
H -1.582 -0.117 -0.998 0.29
H -2.161 -1.156 0.442 0.27
H -1.454 0.614 0.728 0.31
```

The calculation puts the HOMO-LUMO gap at 8.98 eV. For the LUMO energy, the calculation gives -0.23 eV. The calculation puts the HOMO energy at -9.20 eV. As for the spin multiplicity: 1.

***

(3)
A cluster of 2 separate species, C2H2N2O in total at a distorted geometry. Source: the OMol25 dataset; level of theory: ωB97M-V/def2-TZVPD.

Structure (XYZ):
```
7
Properties=species:S:1:pos:R:3:nbo_charge:R:1
C -1.101 0.020 -0.119 0.02
C 0.205 -0.438 0.350 -0.02
N -0.673 1.108 -0.624 -0.24
N 0.814 0.573 -0.153 0.23
O 1.874 1.083 -0.316 -0.32
H -2.101 -0.363 -0.061 0.23
H 0.983 -1.983 0.924 0.11
```

The calculation puts the HOMO-LUMO gap at 8.67 eV. For the LUMO energy, the calculation gives -0.69 eV. The calculation puts the HOMO energy at -9.36 eV. As for the spin multiplicity: 1.